# 1
{
  "formula": "C4H9O2P",
  "method": "ωB97M-V/def2-TZVPD",
  "species": ["C", "C", "C", "C", "O", "O", "P", "H", "H", "H", "H", "H", "H", "H", "H", "H"],
  "xyz": [[-1.3503, -0.7253, -0.1199], [-1.3151, 0.8196, -0.4156], [-0.0783, -0.9997, 0.9038], [0.0403, 1.3962, 0.0082], [1.9754, -0.7751, -1.0884], [2.3087, 0.3192, 1.0925], [1.1360, 0.0949, 0.0735], [-2.3458, -0.9940, 0.2995], [-1.1650, -1.3653, -1.1128], [-1.6233, 1.0232, -1.4564], [-2.0378, 1.3069, 0.2016], [-0.1639, -0.3775, 1.7223], [0.1982, -2.0916, 1.0469], [0.2869, 2.2634, -0.6747], [1.3584, -1.0410, -1.7441], [2.7755, 1.1462, 1.2636]],
  "orbital_gap_ev": 8.17,
  "relative_energy_kcal_mol": 54.86,
  "smiles": "OP1(O)=CCCC1",
  "homo_energy_ev": -7.5
}

# 2
{
  "formula": "C4H9O2PS2",
  "method": "ωB97M-V/def2-TZVPD",
  "species": ["C", "C", "C", "C", "O", "O", "P", "S", "S", "H", "H", "H", "H", "H", "H", "H", "H", "H"],
  "xyz": [[-1.2826, 3.5732, -0.1470], [-0.4846, 2.5152, -0.1843], [-0.0306, -2.0981, -2.2116], [0.7094, -1.4026, 2.5061], [1.7536, 0.4072, 0.2091], [0.9046, -1.1469, -1.6485], [0.6490, -0.4369, -0.2416], [-1.3709, 0.9032, -0.5195], [0.0161, -2.0372, 0.9652], [-0.7857, 4.5278, -0.0796], [-2.3202, 3.6570, -0.2679], [0.6160, 2.4724, -0.3763], [-0.6505, -2.3623, -1.3578], [0.5023, -3.0313, -2.4622], [-0.5723, -1.6154, -3.0178], [0.9056, -0.3064, 2.5387], [1.5521, -1.9854, 3.0333], [-0.1112, -1.6335, 3.2616]],
  "spin_multiplicity": 3,
  "orbital_gap_ev": [5.95, 6.18],
  "homo_energy_ev": [-5.3, -9.1]
}

# 3
{
  "formula": "C4H9O3",
  "method": "ωB97M-V/def2-TZVPD",
  "species": ["C", "C", "O", "H", "H", "H", "H", "H", "H", "C", "C", "O", "O", "H", "H", "H"],
  "xyz": [[-1.4940, -1.3209, -0.6278], [-0.7825, -0.4846, -1.7393], [-0.5722, -1.8327, 0.3129], [-2.0806, -0.5515, -0.1196], [-1.8982, -2.2103, -1.0955], [0.2837, -0.7073, -1.6391], [-0.3340, -1.1473, 0.9939], [-0.8393, 0.6023, -1.6399], [-1.0087, -0.8166, -2.7358], [1.5127, 1.4189, 0.5907], [0.7990, 0.9137, 1.8683], [0.6177, -0.3257, 2.0417], [0.5951, 1.8175, 2.6916], [1.6912, 0.6545, -0.1717], [2.5168, 1.6605, 0.9572], [0.9933, 2.3295, 0.3124]],
  "orbital_gap_ev": 8.33,
  "relative_energy_kcal_mol": 20.35,
  "homo_energy_ev": -4.4,
  "total_charge": -1
}

# 4
{
  "formula": "C4H9O3",
  "method": "ωB97M-V/def2-TZVPD",
  "species": ["C", "C", "O", "H", "H", "H", "H", "H", "H", "C", "C", "O", "O", "H", "H", "H"],
  "xyz": [[1.8013, -0.1136, -0.1581], [3.1320, 0.3078, -0.8185], [1.7824, 0.6573, 1.0071], [0.9065, 0.4427, -0.9222], [1.5873, -1.1440, -0.0695], [3.0944, 0.4866, -1.9101], [0.8845, 0.8451, 1.2920], [3.7645, -0.4397, -0.8031], [3.4643, 1.3342, -0.3576], [-2.0843, -1.5755, 0.0430], [-1.8996, -0.0180, 0.0076], [-0.9536, 0.2966, -0.7806], [-2.4665, 0.6468, 0.7949], [-1.1037, -2.0366, 0.4277], [-2.2810, -2.1164, -0.9492], [-2.9100, -1.7824, 0.6762]],
  "orbital_gap_ev": 8.09,
  "relative_energy_kcal_mol": 56.59,
  "homo_energy_ev": -4.1,
  "total_charge": -1
}

# 5
{
  "formula": "C4H9O4",
  "method": "ωB97M-V/def2-TZVPD",
  "species": ["O", "C", "O", "C", "C", "C", "O", "H", "H", "H", "H", "H", "H", "H", "H", "H", "O"],
  "xyz": [[-0.1156, 1.5959, 1.9589], [0.4208, 0.5937, 1.3933], [1.4975, -0.0025, 1.7354], [-0.2585, 0.0719, 0.0821], [0.0339, -1.3880, -0.1954], [-0.6484, -1.8952, -1.4573], [1.4393, -1.6158, -0.3453], [-1.3633, 0.2351, 0.1668], [0.1186, 0.6809, -0.8339], [-0.3648, -1.9906, 0.6801], [-0.3150, -1.2722, -2.3491], [-1.7555, -1.8504, -1.2867], [-0.3666, -2.9377, -1.6489], [1.7791, -1.1015, 0.4275], [0.6131, 4.0034, 0.2991], [-0.3602, 3.0167, 0.9506], [-0.3543, 3.8563, 0.4228]],
  "orbital_gap_ev": 9.06,
  "relative_energy_kcal_mol": 2.05,
  "homo_energy_ev": -5.1,
  "total_charge": -1
}

# 6
{
  "formula": "C4H9O4",
  "method": "ωB97M-V/def2-TZVPD",
  "species": ["C", "O", "C", "C", "C", "O", "O", "H", "H", "H", "H", "H", "H", "H", "H", "H", "O"],
  "xyz": [[0.3343, 1.2154, 1.1807], [-0.6898, 1.4582, 2.0125], [0.2015, -0.2642, 0.7362], [1.1731, -0.4971, -0.5603], [0.6458, -1.6459, -1.2507], [-0.7293, -1.6770, -1.3258], [1.2202, -2.6173, -1.6285], [0.2599, 1.9365, 0.3216], [1.3459, 1.0393, 1.7224], [-0.8507, -0.7052, 0.6897], [0.5842, -1.0438, 1.5113], [1.2182, 0.4807, -1.0182], [2.2347, -0.5836, -0.5090], [-0.9080, -2.5756, -1.7543], [-1.5179, 2.7679, 1.4649], [-0.9906, 2.6989, 0.0243], [-1.7390, 3.2280, 0.5557]],
  "orbital_gap_ev": 6.52,
  "relative_energy_kcal_mol": 83.27,
  "homo_energy_ev": -3.3,
  "total_charge": -1
}

E: -649.60446, -1445.89349, -383.57410, -383.51635, -458.86422, -458.73480 (Eh)
Maximum force: 4.161, 3.706, 2.400, 7.113, 1.817, 3.871 (eV Å⁻¹)